Formula: C25H37FeN2P2
Source: the Open Molecules 2025 dataset
Level of theory: ωB97M-V/def2-TZVPD

Structure (ORCA input):
```
! wB97M-V def2-TZVPD RIJCOSX def2/J DEFGRID3
* xyz 2 2
H -3.7757 0.9423 -2.6155
C 1.6269 -3.0907 2.5117
H -2.3728 2.3541 -4.1243
H 1.9717 1.7432 -0.2971
H -3.2169 -2.4818 -0.1376
N 0.3218 -1.2735 -1.0612
C 2.5080 -1.3831 -0.0980
H 0.8255 -0.8800 4.1738
P -2.1123 0.2257 -1.0828
C 1.8773 -1.1716 4.1318
C -3.1289 -1.7248 0.6382
C -3.4711 0.6379 1.3375
H 2.2242 1.4335 3.5191
C -2.8226 -1.8537 -2.8376
C 2.9740 1.5973 0.1318
H 3.3495 -1.8045 2.6958
H -2.1136 -1.7836 1.0530
H -3.6259 3.4424 -2.2887
H -2.5787 0.5003 1.9586
H 1.5944 2.4574 2.2330
H 1.8965 -3.5000 1.5372
H -3.7725 -1.3574 -2.9932
H -1.6333 0.7696 -3.9166
Fe -0.2441 0.3110 0.3866
H -4.3319 0.4052 1.9646
C 2.4640 1.8971 2.5659
H 0.5379 -3.0351 2.5788
H 3.8999 0.5224 1.7664
H 3.4196 2.5861 0.2450
P 1.7973 -0.5972 1.3689
H -3.5365 1.6872 1.0563
H 2.4919 -0.3247 4.4260
C 3.8430 -1.7371 -0.1816
H -1.2603 4.1111 1.9744
C 2.9090 0.8973 1.4943
H 3.5651 1.0475 -0.5973
C 3.5477 -2.3787 -2.4848
C 4.3644 -2.2507 -1.3637
H -1.2515 -4.7622 -3.5818
H 3.9619 -2.7352 -3.4179
C 1.6591 -1.5822 -1.2006
H -3.8223 -1.9834 1.4387
H 1.9686 -3.7926 3.2720
H -3.3505 -3.5390 -4.0560
N -0.9663 3.2468 1.5530
H 2.0301 -1.9531 4.8763
H 3.2644 2.6163 2.7416
C 2.2129 -2.0431 -2.4148
C -2.5925 -3.0923 -3.4273
H 4.5006 -1.5924 0.6665
C 2.2612 -1.7178 2.7563
C -0.6156 2.2546 1.0924
C -3.4289 -0.3081 0.1323
H -4.0694 2.5897 -0.8199
C -0.6203 -1.9206 -1.8311
C -1.8566 -1.2800 -2.0328
C -2.8732 1.4323 -2.2390
H -4.3945 -0.2862 -0.3794
C -1.9054 1.6893 -3.3983
H 1.5946 -2.0897 -3.3001
C -1.4064 -3.7752 -3.1680
H -2.4113 3.1910 -1.0406
H 0.4587 -3.7701 -2.1231
H 5.4108 -2.5176 -1.4207
C -0.4314 -3.2104 -2.3730
H -0.9915 2.1721 -3.0445
C -3.2670 2.7341 -1.5420
*
```

Calculated values
- energy relative to the best compared isomer or geometry (same formula, charge and spin) (kcal/mol) = 33.5
- LUMO level (alpha / beta) (eV) = -9.07 / -9.00
- calculated total energy (Eh) = -3030.13142
- M (g mol⁻¹) = 483.4
- HOMO level (alpha / beta) (eV) = -14.01 / -13.98